92
Properties=species:S:1:pos:R:3:forces:R:3 method="wB97M-V/def2-TZVPD" multiplicity=1 lumo_energy_ha=0.019 smiles=COC[C@@H](OCC(F)(F)F)P(O)O.COCCOCCOC.COCCOCCOC.COCCOCCOC total_charge=0 de_lowest_kj_mol=138.66 orbital_gap_ha=0.33803
C -1.20279 3.45517 -1.02706 -0.329 1.286 0.927
O -0.07138 2.60767 -0.77618 -1.069 -0.287 -1.143
C -0.03944 1.46919 -1.64912 1.148 -0.574 -0.279
C 0.21776 1.81920 -3.18977 -0.918 -1.004 1.488
O 1.41134 1.09056 -3.60883 -0.633 1.417 -0.832
C 2.15990 1.84872 -4.56934 1.124 -0.036 -0.272
C 2.90209 0.91349 -5.64190 -0.276 0.534 0.858
F 3.32767 1.75753 -6.68785 -0.549 -2.021 1.779
F 2.10172 -0.09784 -6.14534 1.673 1.825 0.656
F 4.01540 0.33974 -5.01411 -1.805 0.776 -1.670
P -1.18258 1.08540 -4.28277 0.017 -0.470 -3.049
O -2.55513 2.08074 -4.07488 1.761 -1.443 2.187
O -1.48121 -0.52164 -3.75685 0.217 1.912 0.570
H -2.19371 3.01532 -0.65179 1.308 0.234 -0.750
H -1.04310 4.39100 -0.38759 -0.151 -1.298 -0.878
H -1.27778 3.83156 -2.09949 0.054 -0.724 1.144
H 0.85097 0.83463 -1.31163 -1.227 0.901 -0.461
H -0.94939 0.79324 -1.57657 0.712 0.981 0.231
H 0.29550 2.93623 -3.40276 -0.115 -1.418 0.384
H 1.55387 2.61684 -5.13852 0.526 -1.060 0.596
H 2.99700 2.37355 -3.99136 -0.981 -0.520 -1.029
H -2.64883 2.19265 -3.09790 -0.504 0.234 -0.798
H -1.45672 -1.12966 -4.52036 -0.039 0.724 0.239
C 3.40288 -0.78535 2.02463 0.044 0.274 0.150
O 3.05541 0.53979 2.37347 -0.194 -0.233 0.075
C 1.93862 1.01604 1.62842 0.452 0.375 0.332
C 1.26306 2.16758 2.36142 -0.294 -0.151 -0.177
O 0.41118 1.73333 3.42245 0.287 -0.039 0.078
C 1.06776 1.25142 4.59434 -0.253 0.249 0.051
C 1.71462 2.35842 5.41706 0.433 -0.332 -0.246
O 2.96654 2.73159 4.85155 -0.159 0.204 -0.110
C 3.35886 4.03309 5.23676 0.062 -0.246 -0.055
H 3.69042 -0.84600 0.97049 -0.038 -0.136 -0.059
H 4.25013 -1.08723 2.64228 -0.034 0.111 -0.055
H 2.56893 -1.46576 2.22968 -0.017 -0.073 -0.139
H 1.21407 0.21069 1.46801 -0.075 -0.001 -0.013
H 2.31376 1.36944 0.66067 -0.196 0.019 -0.156
H 0.60385 2.67278 1.65103 -0.009 -0.157 0.035
H 1.98230 2.90988 2.71008 0.201 -0.205 0.035
H 1.77459 0.45568 4.35220 0.195 0.170 0.023
H 0.27748 0.80144 5.20211 -0.046 0.113 -0.048
H 1.90625 1.99595 6.43399 -0.214 0.011 0.136
H 1.04116 3.22243 5.45884 -0.044 -0.045 0.007
H 2.62684 4.77391 4.89509 -0.021 0.049 0.132
H 4.31593 4.25292 4.76199 -0.051 -0.105 0.034
H 3.48047 4.09497 6.32439 -0.048 0.137 -0.004
C -0.08577 -0.91657 -10.34510 -0.275 0.030 -0.035
O -1.43421 -1.27257 -10.11065 0.132 0.098 0.235
C -1.55235 -2.34506 -9.18202 -0.442 0.244 -0.453
C -2.93772 -2.34780 -8.54742 0.274 -0.077 0.258
O -3.07828 -1.38513 -7.50274 0.038 0.052 -0.221
C -3.17116 -0.02054 -7.91668 -0.270 -0.005 0.233
C -4.50818 0.31975 -8.56220 0.426 -0.008 -0.409
O -4.52866 -0.10883 -9.91993 -0.147 -0.240 0.109
C -5.84434 -0.28543 -10.40362 0.250 0.075 -0.040
H 0.46747 -1.75652 -10.77620 0.137 0.001 0.042
H -0.07303 -0.08342 -11.04933 -0.080 -0.106 0.015
H 0.38986 -0.58699 -9.41494 0.123 -0.090 -0.003
H -0.79252 -2.25826 -8.39851 0.007 -0.025 0.062
H -1.40216 -3.27943 -9.73543 0.064 -0.179 0.170
H -3.08113 -3.31899 -8.06462 0.065 0.078 0.056
H -3.72843 -2.24288 -9.29123 0.160 0.140 -0.150
H -2.32838 0.25794 -8.55113 -0.155 -0.038 -0.186
H -3.08479 0.56511 -6.99707 -0.054 -0.091 0.006
H -4.65237 1.40625 -8.55638 -0.068 0.060 0.231
H -5.31758 -0.15855 -7.99816 0.030 0.016 0.045
H -6.36882 -1.05384 -9.82406 -0.107 0.089 0.034
H -5.78233 -0.62057 -11.43976 0.074 0.068 0.067
H -6.39955 0.65908 -10.36946 -0.121 -0.075 0.030
C 0.92081 -2.79020 5.95547 0.041 -0.100 0.275
O 1.18982 -2.63060 7.33436 -0.252 0.128 -0.102
C 1.46869 -1.27610 7.67269 0.159 -0.570 0.339
C 1.21882 -1.03707 9.15650 -0.140 0.286 -0.199
O -0.16233 -0.86471 9.47309 0.111 -0.252 -0.072
C -0.96533 -2.04451 9.43533 -0.051 0.160 0.292
C -0.70113 -2.98771 10.60206 0.211 -0.248 -0.490
O 0.47051 -3.75984 10.36195 0.120 0.212 0.166
C 1.03781 -4.25422 11.55788 -0.055 -0.033 -0.246
H 1.78762 -2.49688 5.35498 -0.037 0.065 -0.131
H 0.70145 -3.84321 5.77280 0.081 0.063 0.082
H 0.04306 -2.20163 5.66657 0.060 0.082 -0.124
H 0.84279 -0.59809 7.08356 -0.024 0.062 0.016
H 2.52486 -1.09031 7.44439 0.029 0.261 -0.028
H 1.69571 -0.09021 9.42644 -0.107 0.007 -0.056
H 1.67357 -1.81017 9.77709 -0.021 -0.171 -0.194
H -0.87745 -2.55176 8.47323 0.164 -0.160 0.115
H -1.99734 -1.69232 9.51741 0.079 0.060 0.074
H -1.54058 -3.68461 10.70798 -0.180 0.118 0.114
H -0.59263 -2.40502 11.52435 -0.042 0.032 -0.023
H 1.33532 -3.42836 12.21423 -0.080 -0.049 0.106
H 1.93066 -4.82466 11.29885 -0.103 0.023 -0.062
H 0.33346 -4.91486 12.07645 0.052 0.048 0.125

***

84
Properties=species:S:1:pos:R:3:forces:R:3 method="wB97M-V/def2-TZVPD" multiplicity=1 lumo_energy_ha=0.008 smiles="O=S1(=O)C[C@@H](N=C=S)CCO1.CCN(CC)CC.CCN(CC)CC.CCN(CC)CC" total_charge=0 orbital_gap_ha=0.30949
O 2.89311 -4.16352 2.71826 0.686 0.302 -1.086
S 1.60842 -3.57154 2.59691 0.019 -0.993 1.532
O 0.89819 -3.44714 3.82738 -0.775 0.279 -0.023
C 0.61745 -4.47504 1.40021 0.215 1.372 0.045
C -0.72820 -3.74928 1.25988 -0.169 -0.935 0.004
N -1.57693 -4.06055 2.44906 -0.789 -0.049 -0.901
C -2.75492 -3.77741 2.38537 0.882 1.110 0.514
S -4.14466 -3.04792 2.37015 -0.221 -0.593 -0.001
C -0.58423 -2.26352 0.96822 0.493 0.043 0.102
C 0.40013 -1.50761 1.84257 -0.498 0.963 -0.056
O 1.69786 -2.12195 1.94180 0.135 -0.733 -0.417
H 1.19160 -4.41567 0.47748 -0.040 -0.027 -0.146
H 0.52144 -5.51225 1.69438 -0.023 -0.036 0.318
H -1.23237 -4.18809 0.39833 -0.032 -0.107 -0.045
H -0.26102 -2.16810 -0.06954 0.088 -0.097 -0.088
H -1.53630 -1.73993 1.02600 -0.205 -0.129 0.086
H 0.56229 -0.53857 1.37782 0.288 0.043 -0.034
H 0.02218 -1.29337 2.83887 -0.044 -0.355 0.175
C 2.30552 5.00496 1.15928 0.005 0.069 -0.004
C 2.63205 3.76889 1.98205 0.045 0.168 -0.002
N 2.87208 2.58819 1.17490 -0.137 -0.228 -0.062
C 2.90649 1.36010 1.95080 -0.126 -0.164 0.163
C 4.02705 1.18697 2.98140 0.038 -0.151 0.004
C 3.89608 2.71866 0.15240 0.090 0.186 -0.206
C 5.31224 3.10707 0.59677 0.080 -0.074 -0.089
H 1.45751 4.81803 0.49756 0.036 -0.034 -0.036
H 2.03930 5.82788 1.82434 0.002 -0.008 0.009
H 3.15142 5.33771 0.55637 -0.012 -0.016 -0.012
H 1.77420 3.56614 2.62985 0.048 -0.149 0.021
H 3.47684 3.99969 2.64931 -0.019 0.044 0.032
H 2.92420 0.50791 1.26474 0.085 0.076 -0.096
H 1.94946 1.27722 2.47900 -0.009 0.144 0.002
H 4.98113 0.95966 2.50833 0.028 0.071 0.008
H 3.79251 0.34728 3.63872 -0.022 0.004 -0.014
H 4.15123 2.06912 3.61000 -0.012 0.023 -0.022
H 3.55486 3.45932 -0.57565 -0.050 0.039 0.077
H 3.94371 1.78386 -0.41190 -0.061 -0.082 0.129
H 5.31017 3.91515 1.32943 -0.034 -0.001 0.004
H 5.88449 3.45266 -0.26683 -0.020 0.007 -0.002
H 5.85434 2.26228 1.01823 -0.010 0.035 0.096
C 0.10974 -3.11906 -5.67645 0.017 -0.005 -0.039
C 0.24793 -3.81329 -4.33014 0.091 0.008 -0.153
N -0.97595 -4.45327 -3.88375 -0.124 0.013 0.162
C -0.92960 -4.87519 -2.49746 0.019 0.082 0.227
C 0.07693 -5.96343 -2.10221 -0.077 -0.054 0.083
C -1.56825 -5.40224 -4.81190 -0.077 -0.038 -0.290
C -0.71627 -6.59628 -5.26140 -0.088 -0.092 0.001
H -0.70863 -2.39814 -5.66229 -0.039 -0.046 0.010
H 1.02968 -2.58080 -5.90787 0.007 -0.012 0.011
H -0.06420 -3.82670 -6.48781 -0.009 0.013 -0.001
H 0.52160 -3.05447 -3.59120 -0.050 -0.091 0.116
H 1.09317 -4.51711 -4.38047 0.046 0.035 -0.009
H -1.93163 -5.19235 -2.19324 -0.026 -0.038 -0.120
H -0.71919 -3.98366 -1.89302 0.059 0.057 -0.112
H -0.24398 -6.95067 -2.42966 0.051 -0.004 -0.054
H 0.16207 -6.00512 -1.01355 -0.008 -0.019 -0.005
H 1.07381 -5.77197 -2.50000 -0.009 0.018 -0.019
H -1.87936 -4.85304 -5.70377 0.073 0.066 0.027
H -2.50179 -5.77242 -4.38098 0.052 0.040 0.149
H 0.30483 -6.30650 -5.51283 -0.005 0.031 0.010
H -1.15644 -7.04339 -6.15488 -0.003 0.018 0.000
H -0.67536 -7.37786 -4.50424 0.094 0.020 0.021
C -5.46596 4.22682 1.13861 -0.026 0.036 -0.015
C -4.15446 4.32153 1.90384 -0.143 0.101 -0.032
N -3.00922 3.85806 1.14335 0.169 -0.152 -0.019
C -1.81269 3.69096 1.94936 0.093 -0.165 0.213
C -1.19273 4.93650 2.59328 0.150 -0.014 -0.031
C -2.81227 4.48947 -0.15023 -0.155 0.079 -0.238
C -2.63833 6.01353 -0.18878 0.097 0.016 -0.105
H -5.63752 3.21048 0.78142 0.050 0.004 -0.034
H -6.29418 4.49816 1.79457 0.012 0.007 0.008
H -5.49382 4.90479 0.28459 -0.006 -0.016 -0.004
H -4.24350 3.69524 2.79561 0.158 -0.006 0.014
H -4.02798 5.35533 2.26154 -0.046 0.008 0.036
H -1.05016 3.18911 1.34542 -0.040 0.065 -0.109
H -2.05237 2.98122 2.74857 -0.115 0.035 -0.008
H -0.66437 5.54613 1.86168 -0.054 0.066 0.014
H -0.45847 4.63216 3.34292 -0.015 -0.010 0.002
H -1.93225 5.55886 3.09770 -0.033 -0.017 -0.022
H -3.66205 4.22955 -0.78675 -0.049 -0.003 0.084
H -1.95344 4.02078 -0.63761 0.060 -0.044 0.147
H -3.35385 6.52923 0.45305 -0.010 -0.029 0.015
H -2.79658 6.37411 -1.20743 -0.012 -0.015 0.004
H -1.63387 6.31768 0.10214 -0.034 0.034 0.088